Record 1
Here is C31H19BrF6N6O7S2Ta as an isolated structure from OMol25. Energies are from ωB97M-V with the def2-TZVPD basis set.

Cartesian coordinates (Å):
1 Ta 0.0410 0.3242 -0.3057
2 O 1.4418 1.3473 0.4892
3 C 1.7392 2.0357 1.6119
4 C 3.0182 2.5316 1.7923
5 C 3.3253 3.2305 2.9477
6 C 2.3609 3.4491 3.9287
7 C 1.0832 2.9670 3.7364
8 C 0.7516 2.2517 2.5807
9 C -0.6117 1.8115 2.4111
10 N -1.0566 1.1029 1.4352
11 N -2.4266 0.8663 1.4399
12 C -2.7442 0.0904 0.4712
13 O -1.7731 -0.3751 -0.3374
14 C -4.1209 -0.3202 0.2005
15 C -4.3767 -1.2877 -0.7680
16 C -5.6825 -1.6740 -1.0235
17 C -6.7277 -1.0952 -0.3181
18 C -6.4712 -0.1300 0.6496
19 C -5.1714 0.2589 0.9122
20 H 3.7601 2.3601 1.0239
21 H 4.3285 3.6109 3.0856
22 H 2.6094 3.9958 4.8268
23 H 0.3161 3.1374 4.4819
24 H -1.3437 2.1115 3.1564
25 H -3.5530 -1.7405 -1.3028
26 H -5.8838 -2.4292 -1.7711
27 H -7.7467 -1.3971 -0.5207
28 H -7.2885 0.3176 1.1986
29 H -4.9563 1.0082 1.6616
30 Br 4.4798 4.1356 -6.1857
31 C 2.6817 3.6647 -6.5154
32 C 1.6674 4.3358 -5.8494
33 C 0.3494 3.9701 -6.0709
34 C 0.0567 2.9440 -6.9626
35 C 1.0750 2.3310 -7.6800
36 C 2.3960 2.6706 -7.4385
37 N -1.2885 2.5409 -7.2749
38 N -2.0969 2.2399 -6.3890
39 C -1.7210 2.1880 -5.0055
40 C -2.3570 3.0019 -4.1082
41 C -2.0381 2.9867 -2.7326
42 C -1.1182 2.0919 -2.2730
43 O -0.6521 1.9970 -1.0081
44 C -0.5380 1.1737 -3.1641
45 N 0.2898 0.2603 -2.5768
46 C 0.9400 -0.5894 -3.3579
47 C 0.7557 -0.6163 -4.7418
48 C -0.1316 0.2504 -5.3303
49 C -0.8004 1.2048 -4.5391
50 H 1.9043 5.1403 -5.1675
51 H -0.4478 4.5000 -5.5692
52 H 0.8254 1.5867 -8.4262
53 H 3.1966 2.1842 -7.9777
54 H -3.0938 3.7041 -4.4763
55 H -2.5044 3.6855 -2.0513
56 H 1.6079 -1.2904 -2.8786
57 H 1.3012 -1.3422 -5.3267
58 H -0.3189 0.1978 -6.3941
59 F 3.7717 -0.5323 1.7347
60 C 3.2373 -1.4666 0.9670
61 F 4.0681 -2.4801 0.8287
62 F 2.9892 -0.9374 -0.2480
63 S 1.6543 -2.0479 1.7352
64 O 0.7179 -0.9251 1.5189
65 O 1.9716 -2.3863 3.0694
66 N 1.2269 -3.2810 0.8594
67 S 0.1767 -3.0465 -0.2722
68 O -1.1767 -3.3562 0.0129
69 O 0.4142 -1.7204 -0.9403
70 C 0.7883 -4.1863 -1.5837
71 F 0.0088 -4.0305 -2.6477
72 F 0.7416 -5.4292 -1.1589
73 F 2.0378 -3.8514 -1.8976

Results
* HOMO energy: -0.40369 Eh
* energy relative to the best compared isomer or geometry (same formula, charge and spin): 0.00 kJ/mol
* spin multiplicity: 1
* total charge: +1
* LUMO: -4.25 eV
* E: -165294.590 eV
* Kohn-Sham gap: 6.738 eV

Results of the Löwdin charge analysis, in e, for atoms 1 through 5: atom 1 (Ta): 1.980, atom 2 (O): -0.225, atom 3 (C): -0.280, atom 4 (C): 0.003, atom 5 (C): -0.035


Record 2
Here is a 2-piece molecular cluster, C9H16N3O overall from OMol25. Energies are from ωB97M-V with the def2-TZVPD basis set.

Cartesian coordinates (Å):
1 C 2.0999 -1.2647 -1.1564
2 C 1.8347 1.1771 -0.6460
3 N 1.6004 -0.1590 -0.3539
4 N 3.0737 1.5909 -1.1370
5 N 0.8218 2.1244 -0.6066
6 H 1.0779 -0.4233 0.4637
7 H 3.8341 0.9433 -1.2366
8 H 3.4272 2.4524 -0.7302
9 H -0.1053 1.8438 -0.3429
10 H 0.7936 2.8669 -1.2958
11 H 2.9557 -1.0087 -1.7598
12 H 1.3085 -1.7766 -1.7065
13 H 2.5537 -1.9640 -0.4600
14 C -0.7127 0.7000 2.6665
15 C -2.0695 0.6860 0.5540
16 C -1.4881 -0.0266 1.6072
17 C -2.4669 0.0556 -0.6127
18 C -2.1211 -1.2733 -0.8135
19 C -1.4567 -1.4128 1.4854
20 C -1.7513 -2.0453 0.2883
21 O -1.9140 -1.8133 -2.0439
22 H -2.2132 1.7394 0.7652
23 H -2.7642 0.6277 -1.4869
24 H -0.7083 0.2778 3.6767
25 H -1.0631 1.7237 2.7961
26 H -1.0510 -1.9983 2.2996
27 H -2.1638 -1.2010 -2.7368
28 H -1.6476 -3.1031 0.1197
29 H 0.3156 0.6609 2.4032

Results
* HOMO energy (alpha / beta): -0.15777 / -0.30653 Eh
* energy relative to the best compared isomer or geometry (same formula, charge and spin): 20.01 kJ/mol
* spin multiplicity: 2
* LUMO (alpha / beta): 0.82 / 0.78 eV
* E: -16107.815 eV
* <S²>: 0.754
* Kohn-Sham gap (alpha / beta): 5.108 / 9.124 eV

Results of the natural (NBO) charge analysis, in e, for atoms 1 through 5: atom 1 (C): -0.406, atom 2 (C): 0.393, atom 3 (N): -0.673, atom 4 (N): -0.868, atom 5 (N): -0.867


Record 3
Here is C3H8N2O2 as an isolated structure from OMol25. Energies are from ωB97M-V with the def2-TZVPD basis set.

Cartesian coordinates (Å):
1 C 0.2316 0.8511 -1.2273
2 C 0.6642 -2.0773 0.4142
3 C -0.0917 0.8713 0.2314
4 N -2.4578 0.0376 -0.5350
5 N 0.8762 1.2512 1.0764
6 O -3.4304 -0.2400 0.0552
7 O -1.2284 0.6463 0.6782
8 H -0.0680 1.8037 -1.6628
9 H 1.2915 0.6929 -1.3980
10 H -0.3540 0.0713 -1.7049
11 H 1.6665 -1.9478 0.0624
12 H -0.1001 -2.3436 -0.2823
13 H 0.4968 -2.2389 1.4570
14 H 1.8246 1.3746 0.7707
15 H 0.6788 1.2477 2.0647

Results
* HOMO energy (alpha / beta): -0.33223 / -0.24799 Eh
* energy relative to the best compared isomer or geometry (same formula, charge and spin): 547.51 kJ/mol
* spin multiplicity: 1
* LUMO (alpha / beta): 0.67 / -0.07 eV
* E: -10311.278 eV
* Kohn-Sham gap (alpha / beta): 9.710 / 6.681 eV

Results of the natural (NBO) charge analysis, in e, for atoms 1 through 5: atom 1 (C): -0.725, atom 2 (C): -0.496, atom 3 (C): 0.706, atom 4 (N): 0.123, atom 5 (N): -0.789


Record 4
Here is C28H19N9O4ReS as an isolated structure from OMol25. Energies are from ωB97M-V with the def2-TZVPD basis set.

Cartesian coordinates (Å):
1 Re 0.7391 0.5841 1.1180
2 O 1.3314 2.2800 1.7962
3 C 0.7546 3.4108 1.3677
4 C 1.5723 4.5237 1.1267
5 C 1.0295 5.6948 0.6614
6 C -0.3563 5.8301 0.4634
7 C -1.1724 4.7700 0.7426
8 C -0.6349 3.5361 1.1696
9 C -1.5113 2.4841 1.5657
10 N -1.0715 1.2823 1.7322
11 N -1.8555 0.4182 2.5046
12 C -1.0890 -0.5269 2.9212
13 O 0.2308 -0.5527 2.6506
14 C -1.6459 -1.6234 3.7304
15 C -3.0243 -1.8117 3.7792
16 C -3.5482 -2.8527 4.5250
17 C -2.6994 -3.7061 5.2215
18 C -1.3253 -3.5224 5.1656
19 C -0.7951 -2.4832 4.4145
20 H 2.6365 4.4143 1.2888
21 H 1.6834 6.5286 0.4384
22 H -0.7696 6.7607 0.1006
23 H -2.2455 4.8529 0.6213
24 H -2.5380 2.6877 1.8597
25 H -3.6692 -1.1473 3.2209
26 H -4.6192 -3.0052 4.5573
27 H -3.1128 -4.5192 5.8049
28 H -0.6647 -4.1917 5.7017
29 H 0.2742 -2.3356 4.3501
30 N -0.6618 -1.5004 -6.1969
31 C -0.6842 -1.6980 -4.8342
32 C -1.3603 -0.7966 -4.0015
33 C -1.3575 -0.9760 -2.6358
34 C -0.6685 -2.0550 -2.0812
35 C 0.0141 -2.9531 -2.8942
36 C 0.0010 -2.7753 -4.2632
37 S -0.5813 -2.2090 -0.3575
38 O -1.7362 -1.5881 0.2218
39 O -0.1847 -3.5361 -0.0115
40 N 0.6370 -1.1756 0.0471
41 C 1.9797 -1.4344 -0.0254
42 N 2.5947 -2.3948 -0.6911
43 C 3.9233 -2.3755 -0.5957
44 C 4.6383 -1.4235 0.1215
45 C 3.9094 -0.4313 0.7423
46 N 2.5838 -0.4410 0.6675
47 H -1.3340 -0.8704 -6.5962
48 H -0.3915 -2.2692 -6.7832
49 H -1.8838 0.0469 -4.4368
50 H -1.8900 -0.2876 -1.9918
51 H 0.5504 -3.7777 -2.4449
52 H 0.5337 -3.4684 -4.9037
53 H 4.4490 -3.1550 -1.1363
54 H 5.7158 -1.4462 0.1752
55 H 4.3658 0.3744 1.3024
56 N 0.8757 1.4468 -0.6630
57 C 0.8276 1.8749 -1.7505
58 C 0.7137 2.3979 -3.0030
59 C -0.5344 2.9720 -3.3978
60 N -1.5407 3.4362 -3.7148
61 C 1.8390 2.3633 -3.8837
62 N 2.7535 2.3455 -4.5840

Results
* HOMO energy (alpha / beta): -0.30326 / -0.30403 Eh
* spin multiplicity: 2
* LUMO (alpha / beta): -1.69 / -1.54 eV
* E: -63910.097 eV
* <S²>: 0.765
* Kohn-Sham gap (alpha / beta): 6.562 / 6.732 eV

Results of the natural (NBO) charge analysis, in e, for atoms 1 through 5: atom 1 (Re): 1.574, atom 2 (O): -0.628, atom 3 (C): 0.434, atom 4 (C): -0.277, atom 5 (C): -0.152


Record 5
Here is a 9-piece molecular cluster, C27H72O9 overall from OMol25. Energies are from ωB97M-V with the def2-TZVPD basis set.

Cartesian coordinates (Å):
1 C 2.0460 -7.4152 -0.6391
2 C 2.4992 -8.6373 -1.4091
3 C 1.4312 -9.1423 -2.3302
4 O 3.5384 -8.1129 -2.1759
5 H 0.9928 -7.4283 -0.3585
6 H 1.9163 -6.5258 -1.2558
7 H 2.5276 -7.1936 0.3133
8 H 2.9207 -9.4077 -0.7633
9 H 1.9181 -9.9175 -2.9218
10 H 1.0200 -8.2890 -2.8696
11 H 0.6110 -9.6855 -1.8608
12 H 4.1162 -7.6061 -1.6006
13 C -0.3967 0.0242 -1.0195
14 C -0.2962 0.6465 0.4257
15 C -0.4365 -0.3030 1.5299
16 O 0.9284 1.2898 0.5793
17 H -1.4414 -0.2254 -1.2047
18 H 0.1613 -0.8945 -1.2002
19 H 0.0880 0.7304 -1.6937
20 H -1.0714 1.4124 0.4512
21 H 0.2352 -1.1553 1.6331
22 H -1.3821 -0.8447 1.5089
23 H -0.3448 0.1804 2.5025
24 H 1.2366 1.5380 -0.2954
25 C -1.6646 -3.3319 -8.1186
26 C -0.3159 -3.7012 -8.6008
27 C -0.0709 -3.9582 -10.0575
28 O 0.6211 -2.6837 -8.3459
29 H -1.7157 -2.9445 -7.1010
30 H -2.4410 -4.0950 -8.1738
31 H -2.0526 -2.5227 -8.7372
32 H 0.0367 -4.6324 -8.1572
33 H -0.1176 -3.1073 -10.7371
34 H -0.7597 -4.6561 -10.5335
35 H 0.9279 -4.3497 -10.2501
36 H 0.1768 -1.8335 -8.3839
37 C -10.9779 -0.0906 -1.9337
38 C -10.4837 -1.3816 -1.3504
39 C -9.0991 -1.3781 -0.5673
40 O -11.4640 -1.9095 -0.4490
41 H -11.9903 -0.2923 -2.2838
42 H -10.3225 0.1326 -2.7757
43 H -10.7923 0.7073 -1.2147
44 H -10.2897 -2.0716 -2.1716
45 H -8.9914 -0.5647 0.1501
46 H -8.2594 -1.1554 -1.2257
47 H -8.8875 -2.2822 0.0037
48 H -11.1806 -2.6082 0.1452
49 C 5.3806 7.7235 -3.5811
50 C 5.7953 8.1451 -4.9803
51 C 6.8498 7.2304 -5.6515
52 O 4.5155 8.0713 -5.6881
53 H 6.3421 7.7312 -3.0677
54 H 5.0944 6.6889 -3.3922
55 H 4.6639 8.2978 -2.9939
56 H 6.1592 9.1723 -4.9570
57 H 7.7446 6.9287 -5.1071
58 H 7.3257 7.7391 -6.4899
59 H 6.5120 6.2930 -6.0933
60 H 4.3267 8.9494 -6.0270
61 C -5.3982 7.3346 -1.3115
62 C -4.2994 8.3194 -1.6132
63 C -2.9647 8.0973 -0.8652
64 O -4.0212 8.0063 -2.9297
65 H -6.0731 7.5499 -0.4831
66 H -5.1420 6.2834 -1.1787
67 H -6.0827 7.3299 -2.1597
68 H -4.3908 9.4045 -1.5637
69 H -2.0645 8.5612 -1.2685
70 H -2.5892 7.0780 -0.7760
71 H -2.9556 8.5447 0.1287
72 H -4.8372 7.9472 -3.4319
73 C 0.5482 -3.3435 8.4676
74 C -0.8577 -3.6272 7.9968
75 C -0.8561 -5.1270 7.5442
76 O -1.7499 -3.6833 9.0734
77 H 1.2240 -3.2638 7.6162
78 H 0.8884 -4.0588 9.2164
79 H 0.6333 -2.3662 8.9428
80 H -1.2093 -2.8458 7.3230
81 H -0.1352 -5.2119 6.7311
82 H -1.8437 -5.4139 7.1830
83 H -0.4201 -5.7742 8.3053
84 H -2.4561 -3.1035 8.7788
85 C 6.4175 -2.5393 3.5484
86 C 7.6843 -3.4839 3.6445
87 C 7.7925 -4.1679 5.0132
88 O 7.4859 -4.4344 2.6365
89 H 6.3013 -2.0801 2.5667
90 H 6.4125 -1.6898 4.2313
91 H 5.4818 -3.0003 3.8648
92 H 8.6747 -3.0443 3.5267
93 H 8.6972 -4.7717 4.9419
94 H 6.9735 -4.8871 5.0199
95 H 7.7126 -3.6246 5.9547
96 H 7.8777 -4.0923 1.8297
97 C 1.1469 5.5411 5.0937
98 C 0.8807 4.3775 6.0395
99 C -0.6667 3.9282 6.0009
100 O 1.6072 3.3029 5.5074
101 H 1.0632 5.3136 4.0310
102 H 2.2065 5.6797 5.3082
103 H 0.5012 6.3507 5.4337
104 H 1.1348 4.6214 7.0710
105 H -1.3583 4.6041 6.5037
106 H -0.8309 2.9822 6.5169
107 H -0.8451 4.0183 4.9294
108 H 1.2877 3.1615 4.6133

Results
* HOMO energy: -0.36221 Eh
* energy relative to the best compared isomer or geometry (same formula, charge and spin): 640.46 kJ/mol
* spin multiplicity: 1
* LUMO: 0.40 eV
* SMILES: CC(C)O.CC(C)O.CC(C)O.CC(C)O.CC(C)O.CC(C)O.CC(C)O.CC(C)O.CC(C)O
* E: -47588.474 eV
* Kohn-Sham gap: 10.255 eV

Results of the Löwdin charge analysis, in e, for atoms 1 through 5: atom 1 (C): -0.080, atom 2 (C): -0.523, atom 3 (C): -0.056, atom 4 (O): -0.057, atom 5 (H): 0.070